C18H25NO | wB97M-V/def2-TZVPD

Results
net charge = 0
HOMO-LUMO gap = 9.6 eV
highest occupied orbital energy = -8.81 eV
SMILES = O=C(CCCc1ccccc1)NCCC1=CCCCC1
energy above the lowest of the compared OMol25 structures with the same formula, charge and spin = 75.99 kJ/mol
2S+1 = 1

XYZ file:
```
45
Properties=species:S:1:pos:R:3:nbo_charge:R:1
O 1.50948 0.71707 2.20162 -0.6402
C 1.92921 0.01214 1.30627 0.6996
C 2.34069 0.60046 -0.03424 -0.5077
C 2.21777 -0.32361 -1.24331 -0.3962
C 2.24497 0.47067 -2.55865 -0.4160
C 1.00253 1.30196 -2.71078 -0.0306
C -0.19674 0.70006 -3.07231 -0.2166
C -1.35832 1.44299 -3.17446 -0.2048
C -1.33801 2.80233 -2.91171 -0.2199
C -0.14850 3.41308 -2.55618 -0.2212
C 1.01344 2.66709 -2.45788 -0.1638
N 2.12358 -1.31956 1.45625 -0.6234
C 1.56660 -2.04413 2.57445 -0.2232
C 0.21222 -2.67890 2.20808 -0.4250
C -0.73780 -1.60685 1.76815 0.0360
C -1.03270 -1.35387 0.49864 -0.2147
C -1.91178 -0.18621 0.18929 -0.4459
C -3.16432 -0.21837 1.07705 -0.3894
C -2.83229 -0.51026 2.55047 -0.3913
C -1.32770 -0.69225 2.79781 -0.4560
H 3.37048 0.95529 0.06455 0.2271
H 1.70940 1.47941 -0.18042 0.2403
H 3.03914 -1.04527 -1.25749 0.1982
H 1.27255 -0.86798 -1.18959 0.2098
H 3.13022 1.10904 -2.57760 0.2082
H 2.31464 -0.23331 -3.39163 0.2157
H -0.21765 -0.36087 -3.28010 0.2068
H -2.28266 0.96219 -3.46135 0.2127
H -2.24539 3.38305 -2.98750 0.2136
H -0.12416 4.47390 -2.35359 0.2131
H 1.94020 3.15272 -2.18559 0.2013
H 2.36836 -1.86688 0.64753 0.3899
H 1.43224 -1.32033 3.38031 0.2319
H 2.27552 -2.81456 2.89106 0.1974
H -0.17535 -3.20376 3.08316 0.2126
H 0.36006 -3.40528 1.40469 0.1994
H -0.67045 -1.96880 -0.31335 0.1943
H -2.20015 -0.17038 -0.86199 0.2142
H -1.35678 0.73493 0.39609 0.2124
H -3.68505 0.73588 0.98543 0.2041
H -3.83290 -0.99272 0.69580 0.1982
H -3.34185 -1.42505 2.86035 0.1964
H -3.19678 0.29650 3.18781 0.2054
H -0.82856 0.27840 2.72996 0.2407
H -1.16740 -1.07996 3.80491 0.2067
```



C14H25Br4INO7S | wB97M-V/def2-TZVPD

Results
net charge = -1
HOMO-LUMO gap = 7.0 eV
highest occupied orbital energy = -4.93 eV
2S+1 = 1

XYZ file:
```
53
Properties=species:S:1:pos:R:3:nbo_charge:R:1
C 2.45982 -1.76072 -0.06763 -0.7476
C 3.46487 -0.67642 -0.35790 0.8262
O 4.63683 -0.75154 -0.06146 -0.5763
O 2.93378 0.41046 -0.99185 -0.5745
C 2.57020 1.38725 0.03434 -0.0757
C 1.51538 2.32834 -0.48792 -0.4244
C 0.20467 1.59687 -0.81462 -0.4839
C -0.87177 1.76383 0.23079 0.0516
I -0.28817 0.80783 2.13056 0.0005
N -2.17401 1.21630 -0.10613 -0.6995
C -2.23237 0.15095 -1.08887 -0.2156
C -3.59331 -0.59565 -0.97089 -0.4181
C -4.67726 0.15996 -0.21223 -0.6690
S -4.65459 -0.12064 1.57209 2.3763
O -6.02847 -0.20412 1.96986 -0.9667
O -3.87337 -1.25957 1.91406 -0.9378
O -4.00292 1.13492 2.27033 -0.8584
C -1.14531 3.27912 0.53393 0.6897
O -1.22826 3.65143 1.72092 -0.7373
O -1.28107 3.97961 -0.49234 -0.7697
H 1.72693 -1.75407 -0.86949 0.2324
H 1.90867 -1.46279 0.82278 0.2613
H 2.91821 -2.73210 0.03538 0.2282
H 3.47544 1.93462 0.29743 0.1812
H 2.24610 0.84085 0.91465 0.1957
H 1.91737 2.74984 -1.40274 0.2168
H 1.38333 3.11307 0.25146 0.2404
H 0.48007 0.55752 -0.97296 0.2108
H -0.18487 1.95005 -1.76523 0.2322
H -2.72893 2.01060 -0.39885 0.3765
H -1.46853 -0.59543 -0.93401 0.2106
H -2.17211 0.59882 -2.08284 0.1715
H -3.93035 -0.93558 -1.94404 0.2058
H -3.40741 -1.50211 -0.40094 0.2353
H -4.67606 1.22036 -0.43873 0.2290
H -5.65008 -0.20505 -0.51974 0.2521
H -3.91720 1.88971 1.67468 0.5210
Br 1.99532 1.35362 -4.04900 0.0118
C 3.57137 0.50027 -4.79009 -0.4615
C 3.21505 -0.71229 -5.60692 -0.4419
Br 2.74726 -2.22740 -4.47709 -0.0177
H 4.22316 0.26775 -3.95307 0.2400
H 4.04177 1.25517 -5.41667 0.2239
H 4.07061 -1.04411 -6.19155 0.2213
H 2.37091 -0.54021 -6.26613 0.2279
Br -0.95824 -1.19802 5.26150 0.0200
C -0.24106 -2.99614 5.12651 -0.4615
C 1.22641 -3.03861 5.46051 -0.4466
Br 2.31736 -2.34228 4.00682 -0.0076
H -0.45335 -3.34280 4.12010 0.2348
H -0.80980 -3.58837 5.84062 0.2213
H 1.55669 -4.06618 5.59978 0.2183
H 1.47131 -2.45691 6.34284 0.2270
```



C31H47BrN2P2Pt | wB97M-V/def2-TZVPD

Results
net charge = +2
HOMO-LUMO gap (spin up / spin down) = 3.9 / 2.8 eV
highest occupied orbital energy (spin up / spin down) = -12.01 / -11.96 eV
energy above the lowest of the compared OMol25 structures with the same formula, charge and spin = 631.76 kJ/mol
2S+1 = 3

XYZ file:
```
84
Properties=species:S:1:pos:R:3:lowdin_spin:R:1
N -5.46305 2.36001 -4.27935 0.0099
C -5.32952 2.72269 -3.02171 -0.0015
C -4.08711 2.66544 -2.39458 0.0081
C -3.04486 1.94125 -3.00306 0.0063
C -3.19091 1.60811 -4.36002 0.0099
C -4.42292 1.90187 -4.96901 -0.0016
C -1.82151 1.64670 -2.15608 0.0215
Pt -0.62427 0.04783 -2.32022 0.2661
P 1.99153 0.09050 -1.17987 0.0207
C -0.49334 1.93388 -2.80584 0.2143
C 0.61191 2.70949 -2.10038 0.0199
C 1.77163 2.90318 -2.87443 0.1730
C 2.92062 3.36766 -2.27961 -0.0171
C 2.98997 3.25990 -0.89705 0.2460
C 1.78147 3.68536 -0.21006 0.0336
C 0.51356 3.29239 -0.84731 0.2634
Br 2.38110 2.12956 1.24980 0.3204
H -1.97462 2.04950 -1.15203 0.0007
H -0.64501 2.23058 -3.84244 0.0053
H -3.92359 3.17057 -1.42473 0.0004
H -2.39957 1.13097 -4.93946 0.0003
H -6.22149 3.05344 -2.48362 -0.0003
H -4.57415 1.72669 -6.03760 -0.0003
H 1.74880 2.74285 -3.98555 0.0057
H -0.44573 3.48843 -0.35460 0.0091
H 3.76642 3.73308 -2.85650 0.0023
H 1.75252 4.52501 0.47309 0.0143
P -1.39077 -2.00227 -2.02984 0.1194
C 3.67198 0.81284 -1.16530 0.0776
C 4.63566 0.87223 -2.30034 0.0082
H 4.26905 0.72706 -0.22781 0.0023
H 3.88791 2.83680 -0.40402 0.0091
H 5.23277 1.79056 -2.35770 0.0017
H 5.35569 0.05879 -2.16806 0.0031
H 4.11663 0.75509 -3.23736 0.0000
C 2.07208 -0.35734 -3.02843 0.0124
C 2.92875 -1.50957 -3.55614 0.0015
H 2.30338 0.56702 -3.58463 0.0038
H 0.99262 -0.56258 -3.32012 0.0022
H 2.46991 -1.88272 -4.49061 0.0001
H 3.97200 -1.24477 -3.79654 0.0001
H 2.97834 -2.35056 -2.85511 0.0002
C 2.77845 -1.46946 -0.30441 0.0147
C 3.81626 -1.44970 0.80684 0.0031
H 3.19253 -2.04511 -1.14486 0.0005
H 1.94949 -2.04290 0.07937 0.0009
H 4.02658 -2.47819 1.11165 0.0003
H 4.78416 -1.06003 0.53201 0.0001
H 3.47121 -0.92108 1.68930 0.0025
C -1.12010 -2.45752 -0.28390 0.0375
C -1.37654 -3.94570 0.00190 0.0158
H -1.78571 -1.82060 0.33009 -0.0002
H -0.08924 -2.16755 -0.02512 0.0009
H -2.40539 -4.23457 -0.26220 0.0002
H -0.69003 -4.60171 -0.55244 0.0004
H -1.23448 -4.12732 1.07879 0.0034
C -0.31490 -3.04350 -3.06410 0.0175
C -0.84118 -3.08704 -4.50276 -0.0002
H -0.30424 -4.05074 -2.60606 0.0045
H 0.71414 -2.62389 -3.02650 0.0024
H -1.79117 -3.63113 -4.55691 0.0000
H -0.97437 -2.09545 -4.94609 -0.0002
H -0.13161 -3.63219 -5.12928 0.0001
C -3.17582 -2.27970 -2.44565 0.0023
C -4.24650 -1.24747 -2.05522 0.0005
H -3.43411 -3.23429 -1.95637 0.0013
H -3.19171 -2.40643 -3.53949 -0.0003
H -5.17291 -1.48576 -2.60847 -0.0001
H -4.49079 -1.26881 -0.97805 0.0000
H -3.96968 -0.21707 -2.33171 -0.0002
N -1.35952 0.82450 1.22434 0.0065
C -1.29140 0.45352 2.53252 0.0016
C -0.39052 1.14106 3.39566 0.0039
C -0.14556 0.65511 4.65399 0.0005
C -0.82582 -0.49640 5.11969 0.0035
C -1.83637 -1.09854 4.31898 0.0004
C -2.05486 -0.62840 3.03976 0.0021
H -0.57306 1.27578 0.75036 0.0005
H -2.11024 0.48934 0.62109 -0.0003
H 0.13385 2.02725 3.01615 0.0013
H 0.58929 1.15769 5.29772 -0.0001
H -0.58699 -0.90919 6.08876 0.0002
H -2.40908 -1.92808 4.71621 0.0000
H -2.78811 -1.10413 2.37856 0.0001
```



C18H41N2P3PrS2 | wB97M-V/def2-TZVPD

Results
net charge = +3
HOMO-LUMO gap (spin up / spin down) = 4.5 / 5.9 eV
highest occupied orbital energy (spin up / spin down) = -14.09 / -14.74 eV
2S+1 = 3

XYZ file:
```
67
Properties=species:S:1:pos:R:3:lowdin_spin:R:1
Pr 0.49274 -0.19358 0.10246 2.3207
P -0.68794 1.80187 1.91125 -0.0054
P -3.10680 -1.71113 -0.75085 0.0012
P 2.89705 1.02861 0.71068 -0.0045
H 1.46853 -2.15586 -4.33811 -0.0081
C 2.32038 -2.11391 -3.65715 -0.1666
C 2.32468 -2.91868 -2.56334 0.0177
H 1.95603 -3.96107 -2.65551 -0.0106
C -0.89341 3.20075 0.74765 0.0004
C -2.26863 1.86658 2.82725 -0.0019
C 0.42577 2.53665 3.18389 0.0001
C -4.46672 -2.71837 -1.46487 0.0011
C -3.01423 -1.45019 1.07131 0.0022
C -3.15760 0.04913 -1.29504 -0.0005
C 4.15016 0.22082 -0.38423 -0.0005
C 3.82074 1.17286 2.26887 -0.0004
C 2.81368 2.77737 0.13793 -0.0007
H 3.27810 -1.80436 -4.06761 -0.0069
H 3.14027 -2.84796 -1.80657 0.0016
H -1.15028 4.08453 1.35348 0.0000
H -1.70646 2.97879 0.03707 0.0002
H 0.02858 3.39657 0.17614 0.0002
H -2.30733 2.81298 3.39147 -0.0003
H -2.35844 1.02671 3.53063 0.0000
H -3.11893 1.82695 2.13190 0.0000
H -0.12112 3.34487 3.68494 -0.0001
H 1.33582 2.93498 2.73011 0.0000
H 0.70031 1.78440 3.93003 0.0000
H -5.18140 -2.93016 -0.62278 0.0001
H -3.99149 -3.66174 -1.76582 0.0000
H -5.03324 -2.29597 -2.31211 0.0001
H -3.30937 -0.43544 1.40916 0.0000
H -1.97808 -1.62858 1.42677 0.0020
H -3.65604 -2.19772 1.57258 0.0001
H -4.10679 0.28112 -1.80184 -0.0001
H -2.33707 0.27805 -1.99074 -0.0001
H -3.11652 0.74373 -0.42887 0.0000
H 4.79574 0.98146 -0.85287 -0.0001
H 3.65176 -0.38748 -1.16829 -0.0002
H 4.76384 -0.44765 0.24682 0.0000
H 4.54104 1.99148 2.17399 -0.0002
H 4.34075 0.22327 2.43995 0.0000
H 3.12728 1.36774 3.09148 -0.0001
H 3.82757 3.14944 -0.07854 -0.0003
H 2.36811 3.41375 0.92231 0.0001
H 2.19429 2.87361 -0.77098 0.0001
C -0.36275 -1.35997 -2.85160 -0.0048
C -0.11741 0.04163 -2.94205 -0.0050
C -0.62186 0.69499 -4.07936 -0.0014
C -1.19020 0.01083 -5.15627 -0.0059
C -1.54711 -1.31832 -4.97909 -0.0001
C -1.15417 -2.01244 -3.84351 -0.0061
S 0.23225 -2.46812 -1.61049 -0.1109
H -1.96180 -2.50344 -0.98715 -0.0015
H 0.58321 0.60556 -2.26870 -0.0009
H -0.48408 1.76850 -4.16697 0.0000
H -1.36625 0.47211 -6.11970 -0.0003
H -2.13595 -1.84837 -5.72631 0.0001
H -1.37970 -3.07183 -3.68728 -0.0004
N 0.09418 -0.21180 4.84042 -0.0002
C 0.86922 -0.97336 4.06016 -0.0002
N 2.04819 -1.31862 4.59201 -0.0005
S 0.47930 -1.52275 2.44311 -0.0019
H 0.31309 -0.06496 5.80804 0.0000
H -0.87163 -0.01886 4.59380 0.0000
H 2.61677 -1.96877 4.06247 0.0000
H 2.26133 -1.22126 5.58443 0.0000
```



Q: 2S+1 of number 4 (C18H41N2P3PrS2)?
A: 3